1.
{"formula": "C19H28N2O3S2", "method": "ωB97M-V/def2-TZVPD", "total_charge": 0, "homo_ha": -0.3172, "e_lumo_ha": 0.0163, "molar_mass_g_mol": 396.58, "e_above_lowest_kj_mol": 96.9, "gap_ev": 9.08, "smiles": "CSC1(C(=O)N2C[C@H]3CSC[C@@]3(C)C2)CN(C(=O)[C@@H]2CC3(CC3)CO2)C1", "species": ["C", "S", "C", "C", "O", "N", "C", "C", "C", "S", "C", "C", "C", "C", "C", "N", "C", "O", "C", "C", "C", "C", "C", "C", "O", "C", "H", "H", "H", "H", "H", "H", "H", "H", "H", "H", "H", "H", "H", "H", "H", "H", "H", "H", "H", "H", "H", "H", "H", "H", "H", "H", "H", "H"], "positions_angstrom": [[-2.908, 2.796, 1.322], [-2.708, 1.008, 1.423], [-0.908, 0.896, 1.292], [-0.418, 1.475, -0.031], [0.047, 2.603, -0.072], [-0.492, 0.685, -1.133], [-1.236, -0.554, -1.296], [-2.055, -0.353, -2.579], [-3.473, 0.171, -2.313], [-3.375, 1.980, -2.337], [-2.253, 1.843, -3.745], [-1.268, 0.713, -3.407], [-0.663, 0.142, -4.685], [-0.163, 1.214, -2.447], [-0.123, 1.455, 2.506], [0.406, 0.113, 2.725], [1.304, -0.265, 3.649], [1.755, 0.524, 4.467], [1.808, -1.706, 3.647], [3.273, -1.737, 3.200], [3.098, -1.967, 1.716], [3.158, -0.818, 0.751], [4.186, -1.923, 0.702], [1.953, -2.942, 1.669], [1.097, -2.556, 2.748], [-0.365, -0.513, 1.655], [-3.969, 2.996, 1.458], [-2.348, 3.287, 2.117], [-2.588, 3.172, 0.353], [-0.544, -1.396, -1.416], [-1.872, -0.753, -0.438], [-2.114, -1.297, -3.124], [-4.155, -0.153, -3.103], [-3.873, -0.161, -1.357], [-2.828, 1.593, -4.641], [-1.751, 2.794, -3.915], [-0.101, 0.907, -5.226], [0.022, -0.678, -4.461], [-1.441, -0.237, -5.350], [-0.097, 2.298, -2.389], [0.812, 0.831, -2.767], [0.627, 2.205, 2.263], [-0.755, 1.800, 3.326], [1.680, -2.074, 4.666], [3.796, -0.818, 3.457], [3.793, -2.580, 3.661], [2.426, -0.776, -0.047], [3.466, 0.147, 1.131], [5.188, -1.697, 1.044], [4.139, -2.622, -0.123], [1.382, -2.912, 0.737], [2.302, -3.968, 1.833], [-1.119, -1.221, 2.000], [0.244, -0.974, 0.880]], "nbo_charge": [-0.75, 0.22, -0.27, 0.69, -0.63, -0.44, -0.22, -0.23, -0.53, 0.20, -0.53, -0.05, -0.60, -0.22, -0.20, -0.43, 0.66, -0.63, 0.02, -0.41, -0.10, -0.41, -0.41, -0.05, -0.54, -0.18, 0.23, 0.22, 0.24, 0.19, 0.23, 0.22, 0.21, 0.24, 0.21, 0.23, 0.21, 0.21, 0.21, 0.24, 0.19, 0.23, 0.21, 0.21, 0.24, 0.21, 0.21, 0.23, 0.22, 0.22, 0.18, 0.18, 0.22, 0.20]}

=====

2.
{"formula": "CFO5S", "method": "ωB97M-V/def2-TZVPD", "total_charge": -1, "homo_ha": -0.2138, "e_lumo_ha": 0.1304, "molar_mass_g_mol": 143.07, "e_above_lowest_kj_mol": 11.2, "gap_ev": 9.36, "species": ["C", "O", "O", "O", "O", "O", "F", "S"], "positions_angstrom": [[0.916, 0.888, 0.463], [1.044, 0.283, -0.637], [1.508, 1.803, 0.961], [-0.302, -2.340, -1.032], [-1.887, -0.567, -1.385], [-0.197, 0.305, 0.958], [-0.534, 0.674, 2.288], [-0.547, -1.046, -1.615]], "nbo_charge": [0.93, -0.76, -0.69, -0.92, -0.92, -0.18, -0.18, 1.71]}

=====

3.
{"formula": "C37H31AsBCoN8O2S2", "method": "ωB97M-V/def2-TZVPD", "total_charge": 1, "homo_ha": [-0.4035, -0.4037], "multiplicity": 2, "e_lumo_ha": [-0.1503, -0.1703], "molar_mass_g_mol": 828.51, "e_above_lowest_kj_mol": 53.8, "s_squared": 0.78, "gap_ev": [6.89, 6.35], "species": ["Co", "C", "C", "N", "N", "C", "B", "N", "C", "C", "C", "N", "N", "C", "C", "C", "N", "N", "C", "C", "C", "N", "H", "H", "H", "H", "H", "H", "H", "H", "H", "H", "H", "H", "S", "C", "C", "C", "C", "C", "C", "As", "C", "C", "C", "C", "C", "C", "C", "C", "C", "C", "C", "C", "H", "H", "H", "H", "H", "H", "H", "H", "H", "H", "H", "H", "H", "H", "O", "C", "O", "C", "C", "C", "C", "S", "C", "C", "H", "H", "H", "H", "H"], "positions_angstrom": [[1.367, 0.397, 1.811], [1.000, -0.607, 5.845], [1.675, 0.038, 4.816], [1.102, -0.254, 3.645], [0.076, -1.091, 3.899], [-0.016, -1.301, 5.219], [-0.759, -1.595, 2.695], [0.257, -2.203, 1.695], [0.323, -3.440, 1.188], [1.391, -3.498, 0.316], [1.930, -2.217, 0.332], [1.235, -1.438, 1.165], [-1.360, -0.333, 2.039], [-2.616, 0.118, 1.913], [-2.577, 1.402, 1.408], [-1.226, 1.685, 1.254], [-0.503, 0.630, 1.623], [-1.761, -2.633, 3.115], [-1.478, -3.761, 3.826], [-2.548, -4.608, 3.718], [-3.453, -3.914, 2.890], [-2.974, -2.744, 2.517], [1.217, -0.569, 6.897], [2.525, 0.696, 4.859], [-0.797, -1.923, 5.623], [-0.392, -4.191, 1.479], [1.727, -4.343, -0.258], [2.773, -1.830, -0.214], [-3.436, -0.524, 2.181], [-3.408, 2.048, 1.189], [-0.750, 2.585, 0.908], [-0.539, -3.877, 4.343], [-2.668, -5.574, 4.175], [-4.432, -4.222, 2.559], [2.041, 2.265, 2.720], [2.922, 3.255, 1.537], [3.562, 4.416, 1.965], [4.307, 5.157, 1.062], [4.425, 4.763, -0.268], [3.775, 3.619, -0.703], [3.029, 2.877, 0.204], [1.987, 1.352, -0.270], [0.611, 2.103, -1.392], [-0.200, 1.312, -2.200], [-1.225, 1.896, -2.930], [-1.449, 3.263, -2.854], [-0.638, 4.053, -2.052], [0.392, 3.478, -1.323], [3.196, 0.353, -1.390], [2.936, 0.014, -2.710], [3.893, -0.681, -3.441], [5.101, -1.027, -2.860], [5.369, -0.675, -1.541], [4.420, 0.015, -0.808], [3.485, 4.728, 2.998], [4.808, 6.054, 1.401], [5.018, 5.347, -0.958], [3.849, 3.302, -1.737], [-0.056, 0.241, -2.265], [-1.854, 1.278, -3.558], [-2.252, 3.712, -3.423], [-0.803, 5.121, -1.995], [1.020, 4.105, -0.702], [2.004, 0.297, -3.179], [3.692, -0.944, -4.471], [5.842, -1.565, -3.435], [6.318, -0.934, -1.091], [4.634, 0.298, 0.219], [-7.208, -1.330, -4.380], [-5.987, -0.892, -4.741], [-5.810, -0.387, -5.811], [-4.856, -1.160, -3.790], [-3.580, -1.288, -4.344], [-2.493, -1.496, -3.527], [-2.650, -1.553, -2.127], [-1.304, -1.740, -1.093], [-3.942, -1.421, -1.582], [-5.031, -1.232, -2.409], [-7.163, -1.864, -3.578], [-3.473, -1.217, -5.418], [-1.501, -1.614, -3.944], [-4.057, -1.465, -0.507], [-6.012, -1.099, -1.967]], "lowdin_charge": [0.20, -0.02, -0.14, -0.06, 0.04, -0.04, -0.68, 0.02, -0.08, -0.04, -0.11, -0.03, 0.05, -0.05, -0.01, -0.10, -0.04, -0.01, -0.11, -0.05, -0.14, 0.08, 0.11, 0.08, 0.13, 0.13, 0.11, 0.09, 0.11, 0.11, 0.11, 0.13, 0.10, 0.11, 0.80, -0.63, -0.10, -0.06, -0.06, -0.09, -0.42, 1.37, -0.35, -0.13, -0.05, -0.06, -0.06, -0.11, -0.38, -0.08, -0.06, -0.06, -0.06, -0.13, 0.11, 0.11, 0.11, 0.12, 0.04, 0.10, 0.11, 0.11, 0.10, 0.09, 0.11, 0.11, 0.11, 0.11, 0.13, -0.48, 0.14, -0.11, 0.00, -0.10, -0.68, 0.87, -0.08, -0.01, 0.10, 0.13, 0.11, 0.10, 0.12]}

=====

4.
{"formula": "C10H2Cl6N3O2Pt", "method": "ωB97M-V/def2-TZVPD", "total_charge": 1, "homo_ha": [-0.4518, -0.4518], "e_lumo_ha": [-0.3043, -0.3042], "molar_mass_g_mol": 603.94, "e_above_lowest_kj_mol": 317.1, "gap_ev": [4.01, 4.02], "species": ["Pt", "Cl", "C", "C", "C", "Cl", "C", "Cl", "C", "Cl", "C", "Cl", "N", "C", "N", "C", "N", "Cl", "C", "C", "O", "O", "H", "H"], "positions_angstrom": [[-0.920, -0.830, -0.769], [1.826, -1.269, -2.457], [2.020, -1.073, -0.793], [0.801, -1.021, 0.013], [0.942, -0.897, 1.442], [-0.485, -0.865, 2.388], [2.165, -0.752, 2.011], [2.331, -0.511, 3.680], [3.343, -0.761, 1.162], [4.835, -0.564, 1.873], [3.258, -0.932, -0.229], [4.663, -0.895, -1.198], [-7.258, -2.590, -0.300], [-6.261, -2.010, -0.394], [-5.161, -1.313, -0.484], [-3.995, -1.213, -0.803], [-2.867, -1.003, -1.149], [-0.505, 3.801, -2.063], [0.126, 3.271, -0.493], [0.214, 1.758, -0.469], [1.319, 1.235, -0.380], [-0.955, 1.166, -0.529], [-0.554, 3.592, 0.292], [1.120, 3.674, -0.351]], "nbo_charge": [1.12, 0.22, 0.05, -0.09, -0.07, 0.16, -0.12, 0.16, 0.10, 0.26, -0.17, 0.14, -0.28, 0.41, -0.51, 0.69, -0.75, 0.02, -0.47, 0.79, -0.57, -0.60, 0.25, 0.25]}